# C33H51N4OSeSi2Tl

A structure of composition C33H51N4OSeSi2Tl at a distorted geometry (ωB97M-V/def2-TZVPD, the Open Molecules 2025 dataset).

The geometry in ORCA input format:
```
! wB97M-V def2-TZVPD RIJCOSX def2/J DEFGRID3
* xyz 0 1
Tl -0.1504 -1.0081 -0.8867
N -3.0502 1.1159 0.6657
C -4.3659 0.5212 0.7942
C -4.7405 -0.4395 -0.3459
N -3.7280 -1.4072 -0.6936
C -3.5159 -2.4967 0.2650
C -2.4490 -2.2135 1.3145
N -1.1508 -2.7002 0.9235
C -4.0284 -1.8589 -2.0645
C -2.8591 -2.6278 -2.7910
N -1.6104 -1.8658 -2.8223
H -2.9826 2.0946 0.9977
H -2.6121 1.0515 -0.2531
H -5.1693 1.2708 0.9462
H -4.4036 0.0168 1.7590
H -5.0287 0.2335 -1.1809
H -5.7030 -0.9419 -0.0593
H -3.1928 -3.3871 -0.3339
H -4.4678 -2.8063 0.7480
H -2.7926 -2.5916 2.2857
H -2.3221 -1.1347 1.5342
H -1.1152 -3.6411 0.5900
H -0.3774 -2.3132 1.4570
H -4.3785 -0.9866 -2.6629
H -4.9048 -2.5208 -2.0111
H -3.2220 -2.8459 -3.8175
H -2.6470 -3.5926 -2.3439
H -1.7250 -0.9127 -3.1459
H -0.8957 -2.2857 -3.4653
C 4.4402 -1.1140 1.9383
C 3.5893 -1.2242 3.1895
C 3.1901 -2.6672 3.3898
C 4.3757 -0.7327 4.4000
Si 1.8818 -0.3389 2.8267
O 1.0023 -1.0634 1.7198
C 0.8515 -0.2035 4.4018
C -0.3906 -0.8633 4.2989
C -1.3699 -0.7587 5.3133
C -1.0295 -0.0661 6.4952
C 0.1964 0.6084 6.5514
C 1.1317 0.4974 5.5374
C 2.3448 1.4929 2.3430
C 2.1970 1.9846 1.0252
C 2.4847 3.3342 0.7297
C 2.9922 4.2014 1.7539
C 3.1031 3.7067 3.0337
C 2.7720 2.4025 3.3244
H 5.3647 -1.6911 2.0552
H 4.7742 -0.0356 1.8025
H 3.8616 -1.4138 1.0627
H 4.0629 -3.3379 3.2946
H 2.3764 -2.9636 2.7173
H 2.8241 -2.8120 4.4001
H 5.0701 -1.5189 4.7462
H 3.7382 -0.5146 5.2044
H 4.9471 0.1677 4.1710
H -0.5832 -1.4396 3.4063
H -2.3851 -1.1555 5.2017
H -1.6894 0.0069 7.3695
H 0.4303 1.1406 7.4962
H 2.1105 0.9407 5.7194
H 1.9592 1.2607 0.2533
H 2.2301 3.7857 -0.2308
H 3.3613 5.1825 1.4197
H 3.4714 4.3166 3.8521
H 2.9396 2.1695 4.3516
C -0.9077 4.0937 -4.5792
Si -2.1149 2.8737 -3.7708
C -2.8591 1.8964 -5.1404
C -3.3877 3.9182 -2.8539
C -1.2543 1.6867 -2.6160
C -0.6346 0.8536 -1.8864
H -1.3093 4.5020 -5.5208
H 0.0490 3.6011 -4.7794
H -0.6646 4.8941 -3.8783
H -3.4808 2.5087 -5.7583
H -3.4245 1.0461 -4.7957
H -1.9874 1.5540 -5.7260
H -3.7606 4.7075 -3.4994
H -3.0370 4.3786 -1.9436
H -4.2780 3.2975 -2.6540
Se 2.5061 -2.4817 -1.8001
C 2.8795 -1.8318 -3.5500
C 2.5940 -0.4845 -3.9531
C 3.0834 -0.0542 -5.1713
C 3.8101 -0.9092 -6.0175
C 4.0423 -2.2635 -5.6352
C 3.5931 -2.7090 -4.3905
H 2.0557 0.1518 -3.2497
H 2.9165 0.9650 -5.4556
H 4.2140 -0.5516 -6.9756
H 4.6141 -2.9174 -6.2502
H 3.7045 -3.7361 -4.1173
*
```

The gap between HOMO and LUMO (spin up / spin down) comes out at 5.667 / 5.670 eV. The total energy comes out at -4735.1216 Eh.

=====

# C33H51N7O4S

A cluster of 5 separate species, C33H51N7O4S in total at a distorted geometry (ωB97M-V/def2-TZVPD, the Open Molecules 2025 dataset).

The geometry in ORCA input format:
```
! wB97M-V def2-TZVPD RIJCOSX def2/J DEFGRID3
* xyz 0 1
H -3.7232 3.1228 0.1880
N -4.2454 3.4336 1.0036
C -3.9593 2.7312 2.0148
C -4.6717 3.0204 3.3067
C -2.9916 1.5514 2.0386
C -1.6782 1.7317 1.2848
S -0.4291 1.6254 2.6514
O -1.4552 3.0312 0.6668
C -0.4434 2.8129 -0.1922
O 0.4724 3.5268 -0.3922
O -0.5759 1.6056 -0.7579
C -1.4532 0.8048 0.0678
C -0.7924 -0.5504 0.3204
C 0.7292 -0.4955 0.4634
C 1.3921 -1.8491 0.1385
C 1.3974 -2.7951 1.3562
N 2.7358 -3.0321 1.9269
C 3.1112 -1.9873 2.8120
C 2.9182 -2.2722 4.2625
O 3.5746 -0.9402 2.4342
C -2.7736 0.6374 -0.7231
C -3.1937 1.5794 -1.6640
C -4.4087 1.3509 -2.3121
C -5.1327 0.2068 -1.9862
N -4.7388 -0.7054 -1.0992
C -3.5694 -0.4820 -0.4823
H -5.6604 2.5690 3.2364
H -4.1817 2.5468 4.1501
H -4.7814 4.0862 3.4511
H -2.7623 1.3512 3.0781
H -3.5295 0.6771 1.6812
H 0.7061 1.8911 1.9861
H -1.0183 -1.1952 -0.5209
H -1.2185 -0.9737 1.2292
H 1.1697 0.2484 -0.1951
H 1.0322 -0.2482 1.4715
H 2.4169 -1.6280 -0.1428
H 0.8964 -2.3071 -0.7116
H 0.7596 -2.3708 2.1286
H 0.9570 -3.7501 1.0834
H 3.4152 -3.0587 1.1753
H 2.9957 -1.3488 4.8245
H 1.9487 -2.7270 4.4498
H 3.6848 -2.9605 4.6058
H -2.6060 2.4526 -1.8896
H -4.7777 2.0449 -3.0486
H -6.0815 0.0350 -2.4788
H -3.2601 -1.2267 0.2350
C 2.7616 4.6493 2.4315
C 1.5356 5.4594 2.0254
C 1.6134 6.9223 2.4773
C 1.7101 7.0314 3.9332
N 1.7820 7.1162 5.0725
H 2.8698 4.6031 3.5163
H 2.6810 3.6243 2.0649
H 3.6754 5.0814 2.0173
H 0.6399 4.9969 2.4447
H 1.4264 5.4321 0.9422
H 0.7268 7.4680 2.1538
H 2.4852 7.4114 2.0395
C -4.1468 -5.5699 -1.4296
C -5.4758 -5.4687 -0.6894
C -5.8080 -4.0342 -0.2604
C -4.7941 -3.5002 0.6430
N -3.9906 -3.0716 1.3362
H -3.3134 -5.2663 -0.7946
H -3.9616 -6.5962 -1.7458
H -4.1430 -4.9372 -2.3189
H -5.4551 -6.1155 0.1896
H -6.2803 -5.8299 -1.3320
H -6.7710 -3.9964 0.2496
H -5.8622 -3.3723 -1.1253
C 3.7410 3.0300 -2.3776
C 3.6285 2.6611 -0.9043
C 4.6776 1.6358 -0.4526
C 4.5477 0.3749 -1.1837
N 4.4389 -0.6145 -1.7503
H 3.5780 2.1619 -3.0180
H 2.9915 3.7769 -2.6386
H 4.7258 3.4429 -2.6073
H 2.6314 2.2657 -0.7085
H 3.7382 3.5595 -0.2949
H 4.5654 1.4179 0.6107
H 5.6860 2.0219 -0.6111
C 4.6660 -3.5812 -4.2653
C 3.8681 -4.7676 -4.7973
C 2.4317 -4.3908 -5.1803
C 1.6946 -3.8829 -4.0250
N 1.1196 -3.4739 -3.1244
H 4.2269 -3.1767 -3.3530
H 5.6876 -3.8820 -4.0339
H 4.7106 -2.7755 -4.9996
H 3.8450 -5.5606 -4.0477
H 4.3638 -5.1768 -5.6794
H 1.8960 -5.2550 -5.5740
H 2.4347 -3.6188 -5.9511
*
```

The SMILES is [H]/N=C(/C)C[C@]1(S)OC(=O)O[C@]1(CCCCNC(C)=O)c1cccnc1.CCCC#N.CCCC#N.CCCC#N.CCCC#N. The gap between HOMO and LUMO comes out at 9.755 eV. The total energy comes out at -2370.4616 Eh.